The ion C3H8NO with charge +1, computed with ωB97M-V/def2-TZVPD.

net charge = +1
structure (SMILES) = C[NH2+]CC=O
2S+1 = 1
frontier orbital gap = 11.45 eV
energy above the lowest of the compared OMol25 structures with the same formula, charge and spin = 1.1304 eV
E = -248.79435 Eh

Each line ends with the Mulliken charge.
CARTESIAN COORDINATES (ANGSTROEM)
1 C -0.129 -0.453 1.431  -0.85
2 N -0.743 -0.049 0.195  -0.29
3 C 0.003 -0.263 -1.040  -0.53
4 C 0.955 0.867 -1.166  0.09
5 O 1.029 1.685 -0.297  -0.43
6 H 0.965 -0.230 1.310  0.32
7 H -0.371 0.189 2.246  0.36
8 H -0.246 -1.489 1.741  0.34
9 H -1.772 -0.513 0.203  0.43
10 H -1.011 0.943 0.379  0.43
11 H -0.769 -0.191 -1.959  0.34
12 H 0.556 -1.292 -1.024  0.34
13 H 1.532 0.794 -2.019  0.44

---

An isolated molecule of C3H3ClN2O3S, computed with ωB97M-V/def2-TZVPD.

structure (SMILES) = Cc1nonc1S(=O)(=O)Cl
2S+1 = 1
frontier orbital gap = 10.99 eV
energy above the lowest of the compared OMol25 structures with the same formula, charge and spin = 1.1320 eV
E = -1309.59994 Eh

Each line ends with the Mulliken charge.
CARTESIAN COORDINATES (ANGSTROEM)
1 C 1.439 -0.555 0.712  -1.16
2 C 0.760 0.605 0.214  0.98
3 N 1.129 1.827 0.320  -0.45
4 O 0.086 2.600 -0.097  -0.01
5 N -0.892 1.871 -0.553  -0.39
6 C -0.559 0.642 -0.446  0.24
7 S -1.499 -0.816 -0.854  0.99
8 O -2.662 -0.739 -1.703  -0.51
9 O -0.478 -1.737 -1.301  -0.54
10 Cl -2.119 -1.393 1.012  -0.13
11 H 1.018 -1.321 0.205  0.38
12 H 2.573 -0.515 0.709  0.32
13 H 1.203 -0.469 1.783  0.29

---

A structure of composition C30H31GaN5O4P2S, computed with ωB97M-V/def2-TZVPD.

net charge = +1
2S+1 = 1
frontier orbital gap = 7.25 eV
E = -4742.05946 Eh

Each line ends with the Mulliken charge.
CARTESIAN COORDINATES (ANGSTROEM)
1 Ga -1.039 -0.180 0.936  0.94
2 N 0.190 -3.548 3.028  -0.41
3 C -0.183 -2.302 2.730  0.76
4 S -1.814 -2.080 2.114  -0.67
5 N 0.626 -1.314 3.012  -1.50
6 N 0.183 -0.131 2.619  1.09
7 C 0.414 0.989 3.223  0.59
8 C 1.308 1.104 4.379  -0.14
9 C 2.607 0.601 4.302  -0.19
10 C 3.429 0.641 5.413  -0.74
11 C 2.965 1.164 6.609  -0.45
12 C 1.670 1.649 6.693  -0.84
13 C 0.844 1.627 5.586  -0.33
14 C -0.472 2.069 2.793  0.57
15 C -0.400 3.363 3.311  -0.83
16 C -1.403 4.263 3.006  -0.51
17 C -2.453 3.857 2.190  -0.89
18 C -2.427 2.573 1.674  -0.37
19 N -1.460 1.716 1.956  -0.06
20 H -0.494 -4.285 3.001  0.25
21 H 1.081 -3.701 3.475  0.25
22 H 2.961 0.202 3.364  0.46
23 H 4.432 0.249 5.351  0.41
24 H 3.603 1.174 7.479  0.42
25 H 1.299 2.029 7.631  0.41
26 H -0.174 1.979 5.662  0.57
27 H 0.429 3.638 3.942  0.67
28 H -1.387 5.263 3.409  0.49
29 H -3.265 4.522 1.953  0.49
30 H -3.213 2.185 1.037  0.75
31 C -1.513 2.595 -1.469  -1.42
32 P -1.968 0.841 -1.201  0.88
33 C -3.759 0.860 -1.587  -1.34
34 C -1.307 -0.008 -2.668  0.08
35 C -0.798 0.690 -3.757  -0.65
36 C -0.437 0.011 -4.908  -0.91
37 C -0.569 -1.366 -4.972  -0.98
38 C -1.054 -2.066 -3.882  -0.38
39 C -1.427 -1.400 -2.723  0.55
40 P -2.142 -2.219 -1.246  0.77
41 C -3.647 -2.961 -2.015  -1.38
42 C -1.151 -3.762 -1.089  -1.28
43 H -0.427 2.684 -1.499  0.34
44 H -1.885 3.207 -0.649  0.38
45 H -1.959 2.947 -2.399  0.52
46 H -3.888 1.077 -2.648  0.42
47 H -4.257 1.631 -1.001  0.50
48 H -4.201 -0.106 -1.353  0.28
49 H -0.685 1.762 -3.727  0.42
50 H -0.065 0.562 -5.759  0.48
51 H -0.306 -1.891 -5.877  0.46
52 H -1.156 -3.139 -3.941  0.37
53 H -3.387 -3.598 -2.858  0.39
54 H -4.337 -2.189 -2.349  0.41
55 H -4.133 -3.560 -1.247  0.46
56 H -0.955 -4.222 -2.056  0.41
57 H -1.734 -4.447 -0.473  0.50
58 H -0.213 -3.545 -0.582  0.19
59 O 0.665 0.902 -0.039  -0.66
60 C 0.924 -0.210 -0.547  0.37
61 O 0.290 -1.238 -0.176  -0.45
62 C 1.941 -0.358 -1.609  0.17
63 C 2.007 -1.546 -2.338  -0.42
64 C 2.920 -1.669 -3.364  -0.57
65 C 3.773 -0.607 -3.635  -0.09
66 C 3.730 0.572 -2.904  -0.65
67 C 2.803 0.698 -1.889  -0.41
68 N 4.744 -0.732 -4.710  1.02
69 O 5.580 0.134 -4.803  -0.60
70 O 4.641 -1.695 -5.433  -0.60
71 H 1.334 -2.354 -2.096  0.59
72 H 2.992 -2.569 -3.957  0.53
73 H 4.417 1.367 -3.146  0.52
74 H 2.741 1.600 -1.301  0.59

---

The ion C2H2Cl3O2S with charge -1, computed with ωB97M-V/def2-TZVPD.

net charge = -1
2S+1 = 1
frontier orbital gap = 7.76 eV
energy above the lowest of the compared OMol25 structures with the same formula, charge and spin = 0.9500 eV
E = -2006.68211 Eh

Each line ends with the Mulliken charge.
CARTESIAN COORDINATES (ANGSTROEM)
1 C 1.000 0.417 -0.021  -0.60
2 C -0.514 0.407 -0.167  0.09
3 O -0.267 -1.919 0.870  -0.56
4 O -1.163 -1.805 -1.360  -0.59
5 S -1.359 -1.465 0.056  0.59
6 Cl 1.768 2.069 0.121  -0.22
7 Cl -1.159 1.319 1.696  -0.35
8 Cl -1.184 1.328 -1.371  -0.14
9 H 1.278 -0.209 0.893  0.32
10 H 1.599 -0.143 -0.717  0.45

---

A structure of composition C3H7InNO, computed with ωB97M-V/def2-TZVPD.

net charge = +3
2S+1 = 1
frontier orbital gap = 3.40 eV
energy above the lowest of the compared OMol25 structures with the same formula, charge and spin = 1.0159 eV
E = -437.18024 Eh

Each line ends with the Mulliken charge.
CARTESIAN COORDINATES (ANGSTROEM)
1 In 14.803 6.643 6.904  1.19
2 C 17.276 3.089 4.481  -1.07
3 C 16.466 2.874 5.753  0.62
4 O 15.901 3.821 6.288  -0.15
5 N 16.394 1.612 6.318  0.12
6 C 17.253 0.537 6.023  -0.54
7 H 17.263 4.180 4.394  0.32
8 H 16.878 2.649 3.561  0.44
9 H 18.343 2.898 4.648  0.43
10 H 15.829 1.490 7.181  0.45
11 H 18.314 0.689 6.373  0.45
12 H 17.224 0.325 4.938  0.39
13 H 16.926 -0.343 6.600  0.35

---

A structure of composition C15H31NO5SSiTa, computed with ωB97M-V/def2-TZVPD.

net charge = -1
2S+1 = 1
frontier orbital gap = 6.68 eV
E = -1765.65260 Eh

Each line ends with the Mulliken charge.
CARTESIAN COORDINATES (ANGSTROEM)
1 C -4.684 -2.225 -3.695  -1.13
2 Si -2.883 -1.623 -3.715  0.44
3 C -2.503 -0.991 -5.473  -1.23
4 C -1.826 -3.204 -3.524  -1.14
5 Ta -2.300 0.260 -1.853  0.59
6 C -2.033 2.120 -0.551  -1.13
7 C -0.740 2.867 -0.937  -0.75
8 C 0.101 3.326 0.264  -0.73
9 C 1.061 2.231 0.754  -0.38
10 S 2.704 2.775 1.093  1.13
11 O 3.313 1.913 2.056  -0.58
12 O 3.353 3.121 -0.137  -0.64
13 O 2.484 4.142 1.902  -0.51
14 C -3.308 -1.020 -0.238  -1.50
15 C -2.711 -2.266 0.383  -0.22
16 O -1.361 -2.546 -0.073  -0.23
17 C -1.002 -3.818 -0.236  0.12
18 O 0.123 -4.195 -0.309  -0.51
19 H -5.389 -1.392 -3.762  0.28
20 H -4.901 -2.946 -4.493  0.37
21 H -4.868 -2.735 -2.741  0.29
22 H -2.529 0.100 -5.502  0.29
23 H -3.184 -1.393 -6.232  0.35
24 H -1.484 -1.297 -5.735  0.30
25 H -2.346 -3.978 -2.950  0.29
26 H -1.598 -3.622 -4.511  0.39
27 H -0.879 -2.984 -3.025  0.27
28 H -0.523 -0.259 -1.649  -0.25
29 H -1.670 1.214 -3.309  -0.10
30 H -3.962 0.928 -2.372  -0.22
31 H -2.887 2.800 -0.613  0.35
32 H -1.961 1.759 0.487  0.43
33 H -0.993 3.732 -1.556  0.32
34 H -0.091 2.240 -1.561  0.39
35 H -0.573 3.572 1.089  0.31
36 H 0.654 4.232 -0.002  0.46
37 H 0.740 1.763 1.686  0.32
38 H 1.180 1.453 -0.008  0.28
39 H 2.368 4.863 1.267  0.37
40 H -3.528 -0.294 0.557  0.47
41 H -4.278 -1.287 -0.676  0.34
42 H -3.323 -3.151 0.169  0.42
43 H -2.641 -2.183 1.472  0.27
44 H -1.862 -4.515 -0.163  0.37
45 N 6.466 -0.183 6.661  -0.58
46 C 7.131 0.066 5.534  -0.17
47 C 6.519 0.426 4.343  -0.46
48 C 5.136 0.535 4.306  -0.12
49 C 4.435 0.276 5.474  -0.42
50 C 5.139 -0.076 6.615  -0.20
51 H 8.211 -0.027 5.589  0.34
52 H 7.115 0.618 3.461  0.35
53 H 4.619 0.816 3.399  0.61
54 H 3.355 0.346 5.498  0.35
55 H 4.614 -0.283 7.541  0.34

---

A structure of composition C2H2FOY, computed with ωB97M-V/def2-TZVPD.

net charge = +1
expectation value of S² = 0.7507
2S+1 = 2
frontier orbital gap (spin up / spin down) = 6.68 / 7.02 eV
E = -290.35929 Eh

Each line ends with the Löwdin spin population.
CARTESIAN COORDINATES (ANGSTROEM)
1 C 0.048 -0.247 0.242  0.01
2 C -0.796 0.608 -0.283  0.06
3 O 0.947 -1.076 -0.223  0.01
4 H -1.089 1.432 0.376  0.01
5 H 1.719 -1.023 0.701  0.00
6 Y -1.852 0.337 -2.433  0.91
7 F 1.023 -0.031 1.620  0.00

---

A structure of composition C19H16F3InO3, computed with ωB97M-V/def2-TZVPD.

net charge = +1
expectation value of S² = 0.7574
2S+1 = 2
frontier orbital gap (spin up / spin down) = 7.87 / 4.49 eV
energy above the lowest of the compared OMol25 structures with the same formula, charge and spin = 0.0000 eV
E = -1448.74691 Eh

Each line ends with the Löwdin spin population.
CARTESIAN COORDINATES (ANGSTROEM)
1 In 1.179 1.018 0.684  -0.01
2 O -1.400 3.851 -2.553  0.05
3 C -0.460 3.408 -1.702  0.02
4 O -0.712 2.817 -0.645  0.26
5 O 0.706 3.455 -2.160  0.67
6 H -1.001 4.435 -3.202  0.00
7 F -0.079 0.114 -1.876  0.00
8 C -0.218 -0.286 -3.171  0.00
9 C -0.712 0.565 -4.131  0.00
10 C -1.053 -0.013 -5.362  0.00
11 C -0.824 -1.337 -5.617  0.00
12 C -0.240 -2.142 -4.715  0.00
13 C 0.098 -1.582 -3.453  0.00
14 H -0.922 1.617 -4.002  0.00
15 H -1.273 0.611 -6.216  0.00
16 H -1.101 -1.712 -6.591  0.00
17 H -0.029 -3.170 -4.972  0.00
18 H 0.690 -2.208 -2.803  0.00
19 F 2.454 1.903 3.230  0.00
20 C 2.393 2.331 4.484  0.00
21 C 2.212 3.682 4.756  0.00
22 C 2.285 4.143 6.044  0.00
23 C 2.425 3.211 7.054  0.00
24 C 2.550 1.862 6.812  0.00
25 C 2.515 1.428 5.504  0.00
26 H 2.151 4.414 3.964  0.00
27 H 2.171 5.208 6.184  0.00
28 H 2.344 3.361 8.120  0.00
29 H 2.546 1.111 7.588  0.00
30 H 2.587 0.400 5.180  0.00
31 F -0.389 -1.308 0.098  0.00
32 C -1.094 -2.483 -0.131  0.00
33 C -0.410 -3.656 -0.436  0.00
34 C -1.152 -4.750 -0.777  0.00
35 C -2.544 -4.703 -0.872  0.00
36 C -3.216 -3.493 -0.651  0.00
37 C -2.423 -2.392 -0.311  0.00
38 H 0.666 -3.663 -0.524  0.00
39 H -0.623 -5.688 -0.864  0.00
40 H -3.001 -5.633 -1.178  0.00
41 H -4.284 -3.326 -0.660  0.00
42 H -2.814 -1.401 -0.128  0.00